C23H24N2O2 | ωB97M-V/def2-TZVPD

Last column: Löwdin charge in e.
Element x y z (Å)
H 0.551 2.767 -1.790  0.071
N -4.420 -4.063 3.346  0.124
C 1.607 3.038 -1.861  -0.107
C -3.765 -0.442 2.451  -0.003
H 1.238 -1.151 -1.690  0.095
C -5.468 -2.014 4.142  0.040
H 1.915 1.941 -3.689  0.102
C -2.562 -3.749 1.764  -0.261
H 5.324 2.767 -5.927  0.075
C -4.468 -2.687 3.294  -0.198
C 2.072 -0.704 0.352  -0.075
H 1.297 -2.417 3.295  0.118
H 3.961 4.755 -5.284  0.104
H 1.659 4.034 -2.305  0.066
H 4.343 1.465 -3.318  0.102
H 2.678 0.150 -0.005  0.088
N -2.586 -2.419 1.639  0.215
C 0.488 -2.544 -0.158  -0.003
C -5.619 -0.601 4.168  -0.209
H 4.290 2.309 -1.789  0.108
H 2.009 3.090 -0.846  0.074
C 2.104 -1.063 1.762  -0.055
H 2.230 1.024 -2.232  0.073
C -7.152 0.724 5.934  0.109
C 3.859 2.297 -2.797  -0.228
C 1.282 -1.414 -0.617  -0.062
C 4.234 2.716 -5.878  -0.113
C 4.220 3.613 -3.491  -0.229
C -3.582 -1.915 2.446  -0.183
H 3.860 4.452 -2.889  0.101
C -4.732 0.193 3.268  -0.022
H 3.844 2.888 -6.883  0.069
C 2.362 2.008 -2.693  -0.269
H 5.311 3.705 -3.509  0.110
C -3.457 -4.582 2.575  -0.011
H -3.115 0.171 1.796  0.111
H -0.142 -3.100 -0.872  0.115
H 3.948 1.705 -5.583  0.065
C 3.685 3.763 -4.915  -0.271
H 2.592 3.729 -4.918  0.098
H -3.340 -5.679 2.561  0.130
H -7.608 1.270 6.762  0.041
H -6.118 -2.615 4.808  0.123
O -0.050 -4.754 2.641  0.149
H -4.795 1.297 3.240  0.110
C -6.595 0.116 5.044  -0.092
C 1.286 -2.169 2.218  -0.002
O -1.570 -4.431 1.036  0.026
H 2.748 -0.491 2.453  0.100
C 0.498 -2.900 1.247  -0.128
C -0.350 -4.081 1.694  -0.387

Properties
SMILES string	C#Cc1ccc2nc(OC(=O)c3ccccc3)cnc2c1.CCCCCC
Kohn-Sham gap	8.26	eV
energy relative to the best compared isomer or geometry (same formula, charge and spin)	105.0	kcal per mole

***

C23H24N4O6 | ωB97M-V/def2-TZVPD

Last column: Löwdin charge in e.
Element x y z (Å)
C 2.456 -0.120 4.578  -0.208
C -2.306 1.316 -5.754  -0.053
H -1.964 1.205 -6.779  0.079
H 3.502 1.342 3.424  0.103
C -3.421 0.475 -1.734  -0.200
C 1.748 -0.368 5.751  -0.037
C 3.301 3.547 4.991  -0.048
C -3.218 0.151 -5.389  -0.224
H -6.178 2.214 -2.013  0.143
C 0.377 -1.395 -2.103  0.044
H 1.355 -1.357 5.944  0.107
H -1.286 -0.835 -4.004  0.109
C -4.566 2.812 -3.285  -0.536
C -1.431 -0.409 -0.663  -0.005
C -2.658 0.211 -0.597  0.014
O 0.689 -1.529 1.113  0.108
H -2.863 2.246 -5.665  0.066
H 2.503 4.287 5.032  0.081
H 4.037 3.811 5.749  0.083
C 3.213 -1.192 2.467  -0.450
O 4.451 -3.249 -0.778  0.110
H 2.206 -2.051 4.001  0.140
H 1.891 2.707 7.135  0.110
N 2.641 -1.192 3.694  0.137
C 2.757 2.176 5.250  -0.271
H -3.066 0.517 0.353  0.125
H -1.442 1.358 -5.094  0.072
C 1.330 -1.821 -1.242  -0.114
C -2.929 0.067 -2.992  -0.184
C -0.908 -0.781 -1.904  -0.203
H -2.987 4.074 -3.021  0.121
N 2.673 -2.450 0.474  0.059
H 2.767 -2.464 -2.679  0.165
C 2.958 1.154 4.335  0.030
H -2.715 -0.813 -5.531  0.115
N -3.532 3.341 -2.600  0.201
C 2.049 1.915 6.418  -0.061
O -3.736 0.257 -4.076  -0.072
C -5.335 1.732 -2.521  -0.091
C 1.448 -1.869 0.231  -0.331
H -4.109 0.170 -6.020  0.130
C 1.548 0.649 6.664  -0.084
H 0.998 0.452 7.572  0.103
C -1.681 -0.530 -3.047  0.035
N 2.521 -2.380 -1.707  0.156
H 4.257 -2.917 1.678  0.142
O -4.598 1.120 -1.485  -0.030
H -5.727 1.007 -3.238  0.135
C 3.362 -2.747 -0.695  -0.479
C 3.224 -2.579 1.798  -0.015
H 3.775 3.598 4.014  0.076
H 2.652 -3.318 2.369  0.132
O -4.877 3.167 -4.399  0.056
H -0.875 -0.594 0.239  0.089
O 3.690 -0.234 1.905  0.093
H 0.631 -1.542 -3.149  0.120
H -3.330 3.064 -1.655  0.107

Properties
SMILES string	CCOc1cc(/C=C2/NC(=O)N(CC(=O)Nc3cccc(C)c3)C2=O)ccc1OCC(N)=O
Kohn-Sham gap	7.56	eV
energy relative to the best compared isomer or geometry (same formula, charge and spin)	5.6	kcal per mole

***

C23H24N6O4PtS | ωB97M-V/def2-TZVPD

Last column: Löwdin charge in e.
Element x y z (Å)
C 3.131 0.472 1.705  -0.115
Pt 0.509 -1.204 -0.186  1.245
O -2.194 0.814 -0.684  -0.331
N -1.996 -2.959 3.043  -0.084
H -5.031 -2.100 5.274  0.111
C -0.874 2.934 -1.395  -0.301
H -4.589 -2.201 2.824  0.122
C 3.511 -2.721 -3.656  -0.020
S -1.237 1.740 -0.146  0.591
C -1.703 -2.488 4.399  -0.131
C -3.181 -3.817 2.923  -0.130
H -5.282 -3.730 3.374  0.115
H -2.995 -4.711 3.524  0.129
H -3.299 -4.119 1.884  0.132
H -1.448 -3.364 5.001  0.129
C 3.119 -0.652 -4.824  -0.090
H -0.850 3.160 -4.766  0.111
C 3.752 -1.885 -4.736  -0.076
H 1.296 -0.788 -1.976  0.012
H -3.078 -0.835 4.462  0.121
H 4.441 -2.198 -5.510  0.102
N 1.451 2.535 1.083  0.145
N 0.074 5.612 -4.425  0.101
H 3.310 0.001 -5.666  0.100
H 0.208 5.233 -5.345  0.089
C -4.409 -3.080 3.448  -0.173
C -0.086 5.083 -2.074  -0.027
H -0.288 4.451 -0.021  0.108
C 2.499 2.733 1.866  -0.114
C 2.628 -2.331 -2.655  -0.133
H -4.038 -3.540 5.518  0.115
N 0.175 0.881 -0.046  -0.246
H -1.422 1.566 -2.935  0.114
C -1.039 2.555 -2.721  -0.063
C -0.405 4.195 -1.065  -0.062
C -2.914 -1.774 4.998  -0.172
H 2.645 3.755 2.201  0.113
C 3.376 1.723 2.243  -0.057
N -1.177 -1.762 1.054  0.075
C 1.998 -1.102 -2.762  -0.070
H 1.733 0.703 -3.881  0.100
O 1.419 -3.023 -0.666  -0.233
C -0.223 4.716 -3.417  -0.320
O -1.532 2.387 1.100  -0.296
H 3.796 -0.365 1.885  0.121
H 0.273 6.077 -1.832  0.110
C -1.557 -2.313 1.997  -0.207
H 4.215 1.905 2.896  0.098
H -2.699 -1.532 6.040  0.114
C 1.238 1.278 0.677  -0.492
N 2.094 0.248 0.915  0.040
H 0.665 6.389 -4.191  0.090
O 3.091 -4.282 -1.403  0.054
C -0.717 3.442 -3.728  -0.030
C 2.237 -0.255 -3.831  -0.074
C 2.385 -3.293 -1.487  -0.605
H 3.996 -3.682 -3.560  0.116
H -0.836 -1.830 4.364  0.130
C -4.167 -2.649 4.896  -0.198

Properties
Kohn-Sham gap (spin up / spin down)	8.43 / 6.35	eV
energy relative to the best compared isomer or geometry (same formula, charge and spin)	20.9	kcal per mole
2S+1	3

***

C23H24N6OPbSeSi | ωB97M-V/def2-TZVPD

Last column: Löwdin charge in e.
Element x y z (Å)
C -3.232 -2.765 2.376  -0.012
H -1.142 -3.575 -2.955  0.080
C 3.543 -1.864 2.859  -0.034
H 0.853 -4.461 -0.173  0.078
H 3.935 0.201 2.362  0.105
C -2.624 -0.511 0.875  -0.005
C -2.458 3.402 -1.804  -0.115
C 3.202 2.406 -0.697  -0.106
C 1.213 -1.516 1.276  -0.194
H -0.890 -1.863 -3.176  0.082
H -4.683 0.133 1.420  0.128
C 2.095 -0.456 1.473  -0.098
C 1.464 -2.742 1.919  -0.072
H -0.965 -4.439 -0.295  0.074
N 3.824 3.526 -0.351  0.078
C 0.055 -2.800 -1.385  -0.563
C 1.430 -2.642 -2.086  -0.077
C 0.890 6.056 -1.447  -0.706
C -1.693 -1.594 0.956  -0.127
N 1.922 2.715 -0.953  0.018
N -2.715 4.918 -0.024  0.121
H -2.874 2.783 -2.591  0.121
H -1.326 -3.524 1.899  0.121
C -3.249 4.156 -0.981  -0.086
N -1.121 3.455 -1.749  -0.041
H 0.830 -3.603 1.761  0.079
H 2.790 -3.861 3.264  0.122
O -0.134 0.041 -0.781  -0.570
N 0.759 4.787 -1.132  -0.068
H 1.861 0.523 1.029  0.084
H -2.018 -2.464 -1.841  0.081
N 2.995 4.595 -0.417  0.190
C -1.393 5.048 0.019  -0.028
C -4.164 -1.736 2.274  0.020
H -4.346 4.094 -1.003  0.134
H 4.815 3.735 -0.289  0.186
C 1.915 4.060 -0.809  -0.406
H 2.242 -2.663 -1.388  0.075
H -5.122 -1.795 2.756  0.131
H -0.971 5.876 0.677  0.154
Pb 0.243 1.512 -2.430  1.467
C -2.013 -2.668 1.757  -0.050
H 4.465 -2.024 3.453  0.127
H 1.496 -1.773 -2.682  0.041
H -2.362 0.381 0.328  0.093
H 1.553 -3.468 -2.802  0.104
C 2.589 -2.903 2.761  -0.038
Se 0.661 7.686 -1.516  0.935
C -1.092 -2.650 -2.412  -0.079
C 3.230 -0.622 2.265  -0.067
C -0.027 -4.268 -0.807  -0.059
H -3.472 -3.659 2.956  0.137
C -0.562 4.323 -0.881  -0.247
H 3.693 1.426 -0.630  0.156
H 0.109 -4.903 -1.637  0.068
C -3.890 -0.623 1.473  -0.011
Si -0.130 -1.403 -0.063  0.467

Properties
total charge	+2
Kohn-Sham gap (spin up / spin down)	7.95 / 2.04	eV
energy relative to the best compared isomer or geometry (same formula, charge and spin)	48.0	kcal per mole

***

C23H24N6SSr | ωB97M-V/def2-TZVPD

Last column: Löwdin charge in e.
Element x y z (Å)
N -1.399 1.350 0.626  -0.120
S 5.333 0.073 0.139  0.459
C -2.318 0.892 1.529  -0.274
H 1.454 -4.882 0.432  0.111
N 1.311 -2.879 -0.320  -0.035
C -1.640 4.727 -1.941  -0.061
H -3.159 -3.360 -0.450  0.111
C 0.708 -4.119 0.199  -0.272
H 0.119 4.533 -3.980  0.119
N 0.204 1.525 -1.580  -0.036
C -4.098 -0.253 3.484  -0.065
H 1.774 0.807 -2.685  0.113
N 2.551 -0.178 0.413  -0.198
C -4.545 0.605 2.521  -0.085
H -3.060 5.497 -0.572  0.104
H -5.595 0.875 2.496  0.105
C -1.556 2.460 -0.183  -0.227
H -1.857 -4.194 -2.164  0.109
C -0.749 3.660 -2.211  -0.162
H 2.082 -2.572 0.266  0.048
H 0.945 -1.709 3.166  0.116
H 1.726 -3.052 -1.231  0.088
C 1.049 2.682 -3.492  -0.049
H -0.860 -5.493 -0.263  0.116
H -2.446 -1.260 -1.489  0.091
H -4.762 -0.660 4.236  0.106
H -2.953 3.583 0.962  0.100
C -2.139 -2.977 -0.391  -0.250
N -2.078 -1.512 -0.576  -0.041
C -3.683 1.167 1.557  -0.040
C 3.718 -0.063 0.299  -1.027
H -2.689 -1.052 0.094  0.058
H -0.659 -2.943 -1.933  0.094
C -1.247 -3.698 -1.407  -0.205
C 0.147 3.685 -3.305  -0.008
H -0.454 -2.634 5.026  0.106
H 0.253 -5.226 -1.585  0.111
C -2.359 3.561 0.060  -0.031
H -4.095 1.835 0.814  0.097
H -1.677 5.579 -2.609  0.107
H 1.762 2.700 -4.304  0.107
C -2.190 -1.552 4.396  -0.007
H -1.796 -3.176 0.627  0.102
H -2.836 -1.954 5.169  0.119
C -0.694 2.543 -1.354  -0.145
C -0.883 -1.935 4.320  -0.050
Sr 0.247 -0.227 0.144  1.422
H 0.212 -3.875 1.141  0.095
C -0.094 -1.410 3.282  -0.139
C -2.734 -0.629 3.470  -0.164
C -1.856 -0.104 2.499  -0.166
N -0.557 -0.541 2.411  -0.041
C -2.403 4.669 -0.815  -0.081
C 1.050 1.611 -2.583  -0.132
C -0.293 -4.716 -0.785  -0.205

Properties
Kohn-Sham gap	6.75	eV

***

Repeat the fourth record exactly.
C23H24N6OPbSeSi | ωB97M-V/def2-TZVPD

Last column: Löwdin charge in e.
Element x y z (Å)
C -3.232 -2.765 2.376  -0.012
H -1.142 -3.575 -2.955  0.080
C 3.543 -1.864 2.859  -0.034
H 0.853 -4.461 -0.173  0.078
H 3.935 0.201 2.362  0.105
C -2.624 -0.511 0.875  -0.005
C -2.458 3.402 -1.804  -0.115
C 3.202 2.406 -0.697  -0.106
C 1.213 -1.516 1.276  -0.194
H -0.890 -1.863 -3.176  0.082
H -4.683 0.133 1.420  0.128
C 2.095 -0.456 1.473  -0.098
C 1.464 -2.742 1.919  -0.072
H -0.965 -4.439 -0.295  0.074
N 3.824 3.526 -0.351  0.078
C 0.055 -2.800 -1.385  -0.563
C 1.430 -2.642 -2.086  -0.077
C 0.890 6.056 -1.447  -0.706
C -1.693 -1.594 0.956  -0.127
N 1.922 2.715 -0.953  0.018
N -2.715 4.918 -0.024  0.121
H -2.874 2.783 -2.591  0.121
H -1.326 -3.524 1.899  0.121
C -3.249 4.156 -0.981  -0.086
N -1.121 3.455 -1.749  -0.041
H 0.830 -3.603 1.761  0.079
H 2.790 -3.861 3.264  0.122
O -0.134 0.041 -0.781  -0.570
N 0.759 4.787 -1.132  -0.068
H 1.861 0.523 1.029  0.084
H -2.018 -2.464 -1.841  0.081
N 2.995 4.595 -0.417  0.190
C -1.393 5.048 0.019  -0.028
C -4.164 -1.736 2.274  0.020
H -4.346 4.094 -1.003  0.134
H 4.815 3.735 -0.289  0.186
C 1.915 4.060 -0.809  -0.406
H 2.242 -2.663 -1.388  0.075
H -5.122 -1.795 2.756  0.131
H -0.971 5.876 0.677  0.154
Pb 0.243 1.512 -2.430  1.467
C -2.013 -2.668 1.757  -0.050
H 4.465 -2.024 3.453  0.127
H 1.496 -1.773 -2.682  0.041
H -2.362 0.381 0.328  0.093
H 1.553 -3.468 -2.802  0.104
C 2.589 -2.903 2.761  -0.038
Se 0.661 7.686 -1.516  0.935
C -1.092 -2.650 -2.412  -0.079
C 3.230 -0.622 2.265  -0.067
C -0.027 -4.268 -0.807  -0.059
H -3.472 -3.659 2.956  0.137
C -0.562 4.323 -0.881  -0.247
H 3.693 1.426 -0.630  0.156
H 0.109 -4.903 -1.637  0.068
C -3.890 -0.623 1.473  -0.011
Si -0.130 -1.403 -0.063  0.467

Properties
total charge	+2
Kohn-Sham gap (spin up / spin down)	7.95 / 2.04	eV
energy relative to the best compared isomer or geometry (same formula, charge and spin)	48.0	kcal per mole

***

What is the formula in the second record?
C23H24N4O6